Entry 1:
The following is a quantum chemistry calculation of 2 unconnected molecules or ions with the total composition C8H27BFN5O2P, from the OMol25 dataset.

Geometry (Å):
P (1.42698, -0.04385, -1.00805)
F (-6.46731, 0.99238, 1.67671)
O (0.95326, 0.76453, 0.16120)
O (-4.86554, 2.42806, 3.46827)
N (-5.11737, 0.73930, 1.63793)
N (-2.87838, 1.14313, 2.66449)
N (1.16018, -0.84650, -2.50053)
N (1.78379, -1.49866, -0.13053)
N (2.85792, 0.73716, -1.46257)
C (0.70080, -2.02879, 0.68460)
C (3.02070, 2.09439, -0.94428)
C (-0.22960, -1.35556, -2.59940)
C (4.13762, 0.04762, -1.49579)
C (-2.44103, -0.07021, 3.36141)
C (1.40461, -0.05613, -3.73065)
C (-1.87581, 1.99388, 2.01020)
C (2.59519, -2.59323, -0.63980)
B (-4.21643, 1.53792, 2.71353)
H (-4.77766, 0.97473, 0.69771)
H (4.89363, 0.72215, -1.90010)
H (2.80400, -3.27841, 0.18410)
H (3.35062, 2.10835, 0.10010)
H (-0.45175, -2.02700, -1.77152)
H (-1.70649, 2.91889, 2.56520)
H (3.55675, -2.25858, -1.00585)
H (-2.22123, 2.31368, 1.02490)
H (2.10535, -3.17203, -1.43504)
H (4.11219, -0.80624, -2.17216)
H (-1.54381, -0.47760, 2.90733)
H (-2.28055, 0.10813, 4.42423)
H (0.85461, 0.88797, -3.75129)
H (-0.90820, 1.52080, 1.85866)
H (-0.02546, -2.62397, 0.11082)
H (3.76524, 2.61330, -1.55033)
H (-0.96865, -0.54813, -2.59989)
H (2.09425, 2.65693, -1.01368)
H (-0.34453, -1.92496, -3.51959)
H (-5.35994, 2.10585, 4.23560)
H (4.46493, -0.27988, -0.50282)
H (1.09197, -0.65665, -4.58492)
H (2.46125, 0.15518, -3.85256)
H (-4.98181, -0.27228, 1.74752)
H (0.16556, -1.21576, 1.17314)
H (-3.20270, -0.85523, 3.29540)
H (1.10281, -2.67470, 1.46828)

Atomic forces in eV per Å
4.83 -2.37 2.33
-0.06 -0.15 -0.11
-2.62 0.68 -1.75
-0.19 -0.43 -0.16
0.34 0.02 0.09
0.29 -0.56 -0.88
-2.10 1.97 -0.38
-0.23 -0.05 -0.20
-0.20 0.28 0.12
-0.02 0.26 0.34
-0.01 0.13 0.09
0.14 -0.51 0.25
0.07 -0.14 -0.45
-0.39 -0.16 0.12
0.26 -0.04 -0.15
0.01 1.06 0.03
-0.15 -0.19 -0.23
0.42 0.23 0.92
-0.22 0.06 -0.08
-0.04 0.09 0.06
-0.05 0.02 0.03
-0.01 0.00 0.00
0.03 0.03 0.03
0.08 -0.06 0.19
-0.06 0.02 -0.06
0.00 -0.15 -0.11
-0.02 0.02 0.00
-0.06 -0.02 0.05
0.13 0.12 -0.07
0.22 0.05 0.03
-0.04 -0.01 -0.04
-0.14 -0.43 0.08
0.07 -0.09 0.04
0.03 -0.07 -0.02
0.00 0.01 -0.10
-0.04 -0.05 0.04
0.05 -0.01 -0.02
-0.15 0.44 -0.12
0.00 -0.01 -0.02
-0.07 -0.04 0.05
0.01 0.05 0.14
-0.16 -0.04 -0.01
0.02 0.04 -0.06
-0.04 -0.02 -0.01
0.05 -0.01 -0.03

Results
Molar mass (g/mol): 286.1
LUMO energy (eV): -3.6
Total energy (eV): -32954.583
Net charge: +1
Frontier orbital gap (Eh): 0.2578
Largest force on an atom (eV/Å): 5.86
HOMO (eV): -10.618



Entry 2:
The following is a quantum chemistry calculation of 6 unconnected molecules or ions with the total composition C8H27BrN9O5, from the OMol25 dataset.

Geometry (Å):
Br (-0.28181, -1.60859, -0.19703)
O (5.07154, -3.34641, -1.43344)
O (-4.47770, -5.01528, 0.06508)
O (1.54689, 1.30138, 4.27311)
O (-4.93822, 0.89484, 1.14437)
O (1.27322, 3.77009, -2.76041)
N (3.87620, -1.51298, -0.76856)
N (-2.83766, -4.03769, 1.26136)
N (-3.49972, 0.30822, -0.45771)
N (0.05002, -0.35704, 3.90005)
N (1.72919, 1.19519, -1.12221)
N (-2.77888, -3.84913, -0.89429)
N (-3.34278, -0.58070, 1.41415)
N (1.52156, 0.11808, 2.43908)
N (2.83030, -3.38522, -1.06871)
C (4.03363, -2.73947, -1.14257)
C (-3.39872, -4.35267, 0.11011)
C (1.28912, 3.66448, -1.34514)
C (-3.87311, 0.40165, 0.79872)
C (0.79490, 2.29568, -0.85758)
C (0.37191, 2.24094, 0.60111)
C (1.42872, 5.03305, -3.32275)
C (1.04391, 0.41228, 3.59547)
H (-3.08144, -4.15589, -1.80778)
H (3.00743, -1.00236, -0.70073)
H (-3.39061, -4.09636, 2.10451)
H (-2.05931, -3.40815, 1.12734)
H (-0.54983, -0.04428, 4.65001)
H (2.04202, 1.44339, -2.04991)
H (1.55089, 4.82029, -4.38478)
H (-0.05322, 1.27383, 0.86960)
H (2.22287, 4.09878, -0.98793)
H (2.79500, -4.37270, -1.27787)
H (-3.90103, -1.04029, 2.11929)
H (-0.14138, 2.18209, -1.40399)
H (-2.53257, 0.04090, -0.57286)
H (-2.02919, -3.21871, -0.64805)
H (2.21560, 5.72966, -3.03355)
H (4.80154, -1.10896, -0.74378)
H (-0.31360, -0.97193, 3.18605)
H (2.20713, 0.71205, 1.99490)
H (1.18347, 2.52002, 1.27309)
H (-2.65543, -1.13918, 0.92861)
H (2.08969, -2.73208, -0.85656)
H (-3.95457, 0.83537, -1.18938)
H (-0.41302, 2.95864, 0.83969)
H (0.59089, 4.45906, -1.08204)
H (1.29784, 0.28390, -1.18215)
H (0.51214, 5.60206, -3.16711)
H (1.12619, -0.51986, 1.76320)

Atomic forces in eV per Å
0.30 0.12 -0.05
-0.69 1.37 0.32
2.36 1.10 -0.27
-0.53 0.14 0.51
0.48 1.40 0.52
0.97 -1.88 0.09
2.08 3.69 0.62
1.29 0.65 2.19
1.87 1.67 -4.35
-3.77 -2.06 2.02
0.29 1.13 -0.70
1.53 0.98 -3.29
3.43 -4.23 5.04
3.11 -0.98 -5.55
-0.17 -0.09 -0.29
-0.22 -5.20 -0.73
-6.02 -3.22 1.53
-0.41 1.69 -0.34
-5.82 0.58 -1.28
-0.75 0.13 0.64
-0.15 1.08 0.36
-0.88 0.44 -0.85
1.84 2.76 1.79
0.45 0.51 0.01
0.65 0.04 0.02
0.35 0.09 -0.16
-0.07 -0.10 1.28
0.01 -0.36 -0.13
0.70 -0.58 -0.41
-0.07 0.34 -0.03
0.31 -0.01 -0.12
0.57 -0.85 0.40
-0.49 0.43 0.03
0.32 0.28 0.09
-0.11 -0.24 -0.51
-0.21 0.18 -0.74
-0.09 -0.29 -1.38
0.65 -0.65 0.63
-0.51 1.20 0.18
-0.25 0.23 0.53
0.02 -0.01 0.56
0.12 -0.35 0.01
-0.49 -0.06 0.41
-0.57 -1.40 -0.13
0.31 0.28 0.34
-0.13 0.17 -0.32
-0.65 -0.29 0.98
-0.46 -0.01 0.07
-0.32 0.17 -0.13
-0.19 0.04 0.55

Results
2S+1: 2
⟨S²⟩: 0.75
Molar mass (g/mol): 409.3
Energy above the lowest of the compared OMol25 structures with the same formula, charge and spin (kcal per mole): 0.0
LUMO energy (alpha / beta) (eV): -0.4 / -6.6
Total energy (eV): -102423.106
Net charge: 0
Frontier orbital gap (alpha / beta) (Eh): 0.3576 / 0.1265
Largest force on an atom (eV/Å): 7.42
HOMO (alpha / beta) (eV): -10.117 / -10.025



Entry 3:
The following is a quantum chemistry calculation of 7 unconnected molecules or ions with the total composition C8H27F3N2O7, from the OMol25 dataset.

Geometry (Å):
F (11.07718, -29.81074, -5.98041)
F (9.66337, -31.16456, -4.96963)
F (9.94811, -29.24844, -4.28311)
O (20.66814, -27.90817, -1.57208)
O (12.65951, -29.71435, -3.38051)
O (19.99778, -28.47923, 1.50561)
O (12.47192, -31.81179, -4.39643)
O (20.51420, -34.79548, -5.39540)
O (17.09953, -26.49501, -8.89787)
O (15.94101, -30.44502, -11.50526)
N (13.65419, -24.46106, -6.51468)
N (17.55519, -30.30892, -5.39568)
C (11.83962, -33.04954, -4.54239)
C (20.67507, -35.35800, -4.13024)
C (12.97822, -34.11597, -4.88421)
C (21.48172, -28.62034, -0.63949)
C (10.56941, -30.27476, -4.82441)
C (11.74750, -30.67318, -3.87295)
C (16.68308, -30.62996, -12.68614)
C (20.78988, -29.25227, 0.64370)
H (16.24765, -29.68813, -11.00060)
H (13.63398, -34.35839, -4.04796)
H (21.96795, -29.43656, -1.17377)
H (17.42726, -31.40020, -12.48359)
H (20.20052, -34.77840, -3.33842)
H (17.29001, -29.75030, -12.90045)
H (21.62116, -29.78650, 1.10381)
H (12.52537, -35.05684, -5.19691)
H (20.37830, -36.40480, -4.19539)
H (16.98953, -25.92341, -9.68255)
H (11.35461, -33.34168, -3.61098)
H (11.25684, -31.14456, -3.02140)
H (17.56570, -29.62414, -6.13802)
H (13.24955, -24.90358, -5.70195)
H (20.20310, -30.08359, 0.25296)
H (21.75372, -35.36503, -3.97358)
H (18.08604, -29.82341, -4.68676)
H (22.29249, -27.94556, -0.36492)
H (14.24217, -23.76798, -6.07423)
H (16.62454, -30.48106, -5.04305)
H (20.98791, -35.30950, -6.05341)
H (16.10631, -30.84619, -13.58540)
H (14.26886, -25.15199, -6.92075)
H (18.20949, -31.07545, -5.46220)
H (12.99712, -23.96961, -7.10363)
H (11.12160, -32.98153, -5.35964)
H (13.66729, -33.91178, -5.70372)

Atomic forces in eV per Å
-0.51 -0.50 -1.20
-1.95 -2.66 -1.33
-1.10 1.77 0.78
1.04 -1.40 1.35
-2.90 -2.02 -2.46
1.91 -1.11 -1.38
0.87 0.14 -1.06
-1.00 1.21 -1.09
-0.43 0.33 -0.31
-0.91 -0.28 -0.14
0.72 0.17 1.36
1.15 1.09 0.98
2.01 -0.32 -0.69
1.49 -0.87 -0.25
-0.92 0.03 0.14
-2.03 2.03 -2.28
4.51 2.36 1.74
2.52 1.04 2.80
1.34 0.57 0.58
-1.87 1.37 1.15
0.14 0.19 -0.12
-0.26 0.28 0.34
0.25 -0.94 0.02
-0.07 -0.47 -0.41
-0.22 -0.12 -0.37
-0.09 0.26 -0.19
0.91 -0.02 0.75
-0.33 -0.19 0.17
-0.45 -0.08 0.70
0.10 -0.38 0.48
-0.31 -0.18 0.14
-0.97 -0.03 0.65
-0.16 -0.10 -1.09
-1.03 -0.52 0.33
-0.60 -0.41 -0.70
0.15 -0.07 0.83
-0.12 0.97 1.31
0.31 0.34 0.85
0.74 0.72 0.00
-0.55 -0.49 0.11
0.01 -0.03 0.19
-0.40 -0.17 0.35
0.48 -0.54 -1.18
-0.42 -1.09 -1.03
-0.50 -0.23 -0.63
-0.23 -0.51 -0.06
-0.31 0.84 -0.14

Results
Molar mass (g/mol): 320.3
Energy above the lowest of the compared OMol25 structures with the same formula, charge and spin (kcal per mole): 153.5
LUMO energy (eV): 2.3
Total energy (eV): -34184.994
Net charge: -2
Frontier orbital gap (Eh): 0.0518
Largest force on an atom (eV/Å): 5.38
HOMO (eV): 0.915